(i)
Here is an isolated molecule of C10H21N2OP from OMol25. Energies are from the ωB97M-V functional and the def2-TZVPD basis.

```
! wB97M-V def2-TZVPD RIJCOSX def2/J DEFGRID3
* xyz 0 1
C -0.308 -2.257 2.944
C -0.106 -2.264 1.343
C -1.414 -2.856 0.831
C 1.084 -3.136 1.005
N -0.118 -0.924 0.884
C 0.664 -0.004 1.488
C 0.716 1.252 0.834
N 0.026 1.220 -0.449
C 0.336 2.266 -1.457
C 1.491 1.801 -2.313
C -0.928 2.314 -2.370
C 0.579 3.598 -0.855
P -0.965 -0.156 -0.498
O -1.256 -0.927 -1.686
H 0.679 -2.263 3.543
H -1.001 -1.463 3.379
H -0.687 -3.372 3.039
H -1.165 -2.989 -0.253
H -2.142 -1.976 0.871
H -1.781 -3.776 1.423
H 1.018 -3.294 -0.100
H 1.975 -2.589 1.207
H 1.043 -4.137 1.575
H 1.368 -0.230 2.236
H 1.228 2.164 1.169
H 2.368 1.709 -1.655
H 1.326 0.859 -2.718
H 1.685 2.584 -3.005
H -1.687 2.750 -1.811
H -1.324 1.274 -2.610
H -0.817 2.867 -3.398
H -0.246 3.857 -0.161
H 1.459 3.694 -0.146
H 0.615 4.361 -1.669
H -2.127 0.165 0.084
*
```

Summary:
- LUMO: 0.799 eV
- Frontier orbital gap: 8.052 eV
- HOMO energy: -7.253 eV

(ii)
Here is a cluster of 2 separate species, C10H21N2OP in total from OMol25. Energies are from the ωB97M-V functional and the def2-TZVPD basis.

```
! wB97M-V def2-TZVPD RIJCOSX def2/J DEFGRID3
* xyz 0 1
C 0.186 -2.714 -2.318
N 0.491 -1.613 -1.411
C 0.884 -0.365 -2.006
C 0.821 -1.815 -0.078
O 1.762 -1.166 0.448
N 0.155 -2.797 0.607
C 0.696 -3.227 1.916
C -1.270 -2.774 0.415
H 1.025 -2.834 -2.976
H -0.037 -3.647 -1.830
H -0.586 -2.381 -2.849
H 0.769 -0.203 -3.144
H 0.380 0.582 -1.599
H 2.019 -0.143 -1.963
H 1.829 -3.312 1.829
H 0.499 -2.526 2.673
H 0.246 -4.134 2.236
H -1.516 -3.832 0.290
H -1.824 -2.356 1.294
H -1.683 -2.260 -0.381
C 0.259 3.080 -0.720
C -0.495 2.862 0.625
C -0.933 4.237 1.155
C 0.406 2.071 1.529
C -1.697 2.015 0.446
P -3.042 1.247 0.325
H 0.829 2.120 -1.104
H -0.347 3.266 -1.611
H 1.117 3.774 -0.726
H -0.042 4.819 0.938
H -1.176 3.961 2.205
H -1.868 4.485 0.582
H 1.516 2.685 1.605
H 0.755 1.054 1.143
H -0.128 1.842 2.458
*
```

Summary:
- LUMO: 0.767 eV
- Frontier orbital gap: 9.584 eV
- HOMO energy: -8.816 eV

Which of them is most stable? Easy: (i).

(i)
Here is an isolated molecule of C3H3NO4 from OMol25. Energies are from the ωB97M-V functional and the def2-TZVPD basis.

```
! wB97M-V def2-TZVPD RIJCOSX def2/J DEFGRID3
* xyz 0 1
O -0.477 1.739 0.938
C -0.422 1.729 -0.258
O -0.059 0.672 -1.040
N 0.169 -0.471 -0.284
C -0.988 -1.162 0.115
O -2.105 -0.744 -0.076
C 1.452 -0.687 0.175
O 2.386 0.060 -0.039
H -0.745 2.546 -0.963
H -0.758 -2.094 0.665
H 1.549 -1.587 0.769
*
```

Summary:
- LUMO: 0.552 eV
- Frontier orbital gap: 11.548 eV
- HOMO energy: -10.996 eV

(ii)
Here is a structure of composition C3H3NO4 from OMol25. Energies are from the ωB97M-V functional and the def2-TZVPD basis.

```
! wB97M-V def2-TZVPD RIJCOSX def2/J DEFGRID3
* xyz 0 1
C -1.284 0.233 -0.005
C -0.562 1.366 0.336
C 0.808 0.807 0.092
H -2.436 -1.306 -0.673
H -1.130 2.360 0.714
H 1.714 -1.140 -0.879
N 0.609 -0.572 0.597
O -2.628 -0.169 -0.210
O 1.914 1.182 -0.485
O 1.710 -1.395 0.091
O -0.520 -0.911 -0.130
*
```

Summary:
- LUMO: -0.195 eV
- Frontier orbital gap: 9.814 eV
- HOMO energy: -10.009 eV

Which of them is most stable? Easy: (i).

(i)
Here is an isolated molecule of C3H3NO4 from OMol25. Energies are from the ωB97M-V functional and the def2-TZVPD basis.

```
! wB97M-V def2-TZVPD RIJCOSX def2/J DEFGRID3
* xyz 0 1
O -1.763 1.453 -0.250
C -1.475 0.227 -0.159
O -2.124 -0.979 -0.356
C -0.025 0.045 0.538
O 0.821 1.215 0.336
C 1.740 0.561 -0.416
N 1.802 -0.714 -0.586
O 0.558 -1.154 0.409
H -1.474 -1.830 -0.216
H -0.526 -0.092 1.670
H 2.466 1.269 -0.968
*
```

Summary:
- LUMO: 0.266 eV
- Frontier orbital gap: 10.094 eV
- HOMO energy: -9.828 eV

(ii)
Here is a cluster of 2 separate species, C3H3NO4 in total from OMol25. Energies are from the ωB97M-V functional and the def2-TZVPD basis.

```
! wB97M-V def2-TZVPD RIJCOSX def2/J DEFGRID3
* xyz 0 1
O -0.287 -2.474 0.226
C -0.094 -1.622 -0.652
C 1.114 -0.946 -0.821
N 2.256 -0.744 -0.975
O 3.374 -0.496 -1.099
H -0.816 -1.305 -1.429
O 0.961 0.866 1.226
C 0.936 1.546 0.258
O -0.111 2.160 -0.216
H 1.893 1.532 -0.391
H -0.862 2.146 0.427
*
```

Summary:
- LUMO: -0.699 eV
- Frontier orbital gap: 9.832 eV
- HOMO energy: -10.532 eV

Which of them is most stable? Easy: (ii).

(i)
Here is a cluster of 4 separate species, C36H76N4O4 in total from OMol25. Energies are from the ωB97M-V functional and the def2-TZVPD basis.

```
! wB97M-V def2-TZVPD RIJCOSX def2/J DEFGRID3
* xyz 0 1
C -2.567 3.409 3.427
C -3.999 2.961 3.274
C -4.978 3.650 4.237
C -4.406 3.354 1.828
C -5.524 2.562 1.222
C -5.240 1.066 1.260
C -5.060 0.651 2.735
C -6.369 0.686 3.556
C -4.542 -0.793 2.726
N -3.996 1.489 3.349
O -3.630 1.026 4.617
H -2.598 4.459 3.123
H -2.112 3.219 4.397
H -1.971 2.896 2.671
H -5.992 3.569 3.845
H -4.972 3.234 5.247
H -4.787 4.705 4.448
H -4.725 4.397 1.796
H -3.595 3.202 1.111
H -6.484 2.706 1.729
H -5.704 2.846 0.183
H -4.228 0.974 0.851
H -5.941 0.430 0.725
H -6.061 0.431 4.569
H -7.133 0.014 3.164
H -6.808 1.682 3.549
H -5.035 -1.519 2.075
H -4.478 -1.250 3.717
H -3.521 -0.895 2.339
H -3.122 0.226 4.448
C -2.845 -6.456 -4.613
C -1.750 -5.672 -5.379
C -1.912 -6.058 -6.878
C -2.143 -4.136 -5.386
C -1.751 -3.411 -4.119
C -0.326 -3.674 -3.712
C 0.167 -5.127 -3.751
C 1.680 -5.208 -3.925
C -0.234 -5.884 -2.469
N -0.413 -5.853 -4.894
O 0.025 -7.170 -5.034
H -2.601 -7.491 -4.370
H -2.973 -5.991 -3.628
H -3.821 -6.356 -5.084
H -2.950 -5.961 -7.188
H -1.173 -5.481 -7.432
H -1.677 -7.116 -7.020
H -1.642 -3.629 -6.210
H -3.226 -4.115 -5.511
H -1.777 -2.334 -4.315
H -2.403 -3.488 -3.245
H -0.220 -3.329 -2.681
H 0.385 -3.151 -4.355
H 2.099 -5.020 -4.918
H 2.033 -6.237 -3.823
H 2.250 -4.545 -3.271
H 0.594 -5.840 -1.762
H -0.584 -6.899 -2.658
H -1.122 -5.485 -1.969
H -0.521 -7.656 -4.396
C 2.556 3.090 2.666
C 3.710 2.435 3.473
C 3.248 2.361 4.959
C 3.904 1.041 2.836
C 5.221 0.364 3.223
C 6.395 1.233 2.788
C 6.303 2.642 3.465
C 6.812 2.459 4.887
C 7.300 3.516 2.624
N 4.945 3.224 3.276
O 4.748 4.503 3.830
H 1.580 2.629 2.835
H 2.353 4.156 2.780
H 2.782 2.934 1.609
H 3.885 1.720 5.566
H 3.200 3.346 5.421
H 2.225 2.005 4.830
H 3.090 0.333 3.008
H 3.862 1.151 1.748
H 5.153 0.130 4.286
H 5.328 -0.575 2.674
H 6.379 1.345 1.702
H 7.349 0.791 3.074
H 6.678 3.382 5.458
H 7.864 2.169 4.913
H 6.347 1.724 5.550
H 6.860 3.773 1.665
H 8.264 3.007 2.583
H 7.525 4.389 3.242
H 4.763 5.069 3.052
C 1.327 2.949 -3.701
C 1.078 1.606 -2.956
C 0.874 0.506 -3.999
C 2.439 1.366 -2.187
C 2.387 0.319 -1.096
C 1.160 0.543 -0.202
C -0.224 0.983 -0.733
C -1.056 -0.305 -1.085
C -0.905 1.867 0.242
N -0.029 1.704 -2.037
O -1.211 2.035 -2.707
H 1.946 3.715 -3.235
H 1.781 2.704 -4.664
H 0.411 3.477 -3.973
H 1.780 0.157 -4.508
H 0.445 -0.437 -3.651
H 0.297 0.782 -4.887
H 3.202 1.172 -2.939
H 2.563 2.324 -1.674
H 2.394 -0.639 -1.633
H 3.224 0.136 -0.420
H 1.481 1.144 0.652
H 1.031 -0.440 0.265
H -0.553 -0.900 -1.850
H -2.032 -0.078 -1.518
H -1.210 -0.980 -0.241
H -1.814 2.223 -0.245
H -0.304 2.728 0.532
H -1.100 1.209 1.092
H -1.601 1.166 -2.889
*
```

Summary:
- LUMO: 0.370 eV
- Frontier orbital gap: 8.426 eV
- HOMO energy: -8.056 eV

(ii)
Here is a cluster of 4 separate species, C36H76N4O4 in total from OMol25. Energies are from the ωB97M-V functional and the def2-TZVPD basis.

```
! wB97M-V def2-TZVPD RIJCOSX def2/J DEFGRID3
* xyz 0 1
C -36.538 -6.433 -2.352
C -35.982 -7.829 -2.085
C -34.785 -8.121 -3.027
C -35.328 -7.833 -0.667
C -36.378 -7.948 0.524
C -37.148 -9.173 0.284
C -37.995 -9.144 -1.026
C -38.574 -10.526 -1.307
C -39.119 -8.084 -0.833
N -37.104 -8.779 -2.190
O -37.728 -8.741 -3.470
H -37.617 -6.420 -2.201
H -36.127 -5.787 -1.577
H -36.365 -5.998 -3.336
H -34.930 -8.040 -4.104
H -33.995 -7.384 -2.883
H -34.380 -9.133 -3.023
H -34.455 -8.471 -0.535
H -34.797 -6.893 -0.518
H -35.862 -8.162 1.460
H -36.993 -7.063 0.690
H -37.812 -9.369 1.125
H -36.534 -10.069 0.194
H -37.878 -11.095 -1.924
H -39.527 -10.537 -1.837
H -38.533 -11.125 -0.398
H -39.230 -7.822 -1.886
H -38.858 -7.185 -0.275
H -39.972 -8.532 -0.323
H -37.310 -9.517 -3.851
C -43.218 -13.099 -4.654
C -41.763 -13.576 -5.119
C -41.868 -15.043 -5.685
C -41.274 -12.918 -6.456
C -40.668 -11.471 -6.171
C -39.461 -11.779 -5.388
C -39.820 -12.366 -3.939
C -38.509 -12.758 -3.224
C -40.607 -11.358 -3.043
N -40.704 -13.547 -4.037
O -41.126 -14.236 -2.986
H -43.034 -12.038 -4.489
H -43.878 -13.060 -5.520
H -43.689 -13.615 -3.817
H -42.129 -15.702 -4.856
H -42.658 -15.055 -6.436
H -40.922 -15.476 -6.009
H -40.550 -13.541 -6.981
H -42.128 -12.857 -7.131
H -40.348 -10.960 -7.079
H -41.182 -10.720 -5.572
H -38.898 -10.845 -5.392
H -38.718 -12.372 -5.920
H -38.623 -13.660 -2.622
H -38.129 -12.001 -2.537
H -37.736 -13.118 -3.903
H -41.694 -11.347 -3.112
H -40.298 -10.339 -3.277
H -40.382 -11.609 -2.006
H -41.637 -13.598 -2.482
C -32.311 -6.265 2.353
C -33.276 -5.141 1.739
C -34.021 -5.705 0.492
C -34.214 -4.788 2.944
C -35.009 -3.488 2.769
C -33.952 -2.419 2.440
C -33.109 -2.680 1.181
C -33.869 -2.622 -0.097
C -32.065 -1.607 1.168
N -32.463 -3.957 1.365
O -31.279 -4.153 0.559
H -31.693 -6.687 1.561
H -31.538 -5.850 3.001
H -32.876 -7.123 2.718
H -33.996 -6.791 0.405
H -35.059 -5.376 0.546
H -33.595 -5.518 -0.494
H -34.831 -5.621 3.281
H -33.590 -4.696 3.833
H -35.730 -3.651 1.968
H -35.651 -3.252 3.618
H -33.245 -2.340 3.266
H -34.493 -1.484 2.291
H -34.190 -1.623 -0.394
H -34.633 -3.398 -0.134
H -33.117 -2.889 -0.840
H -32.266 -0.783 1.852
H -31.664 -1.409 0.174
H -31.254 -2.004 1.779
H -30.790 -4.408 1.345
C -32.995 -7.450 -5.236
C -33.362 -5.993 -5.414
C -33.678 -5.781 -6.891
C -34.683 -5.877 -4.495
C -35.053 -4.421 -4.252
C -33.819 -3.707 -3.625
C -32.503 -3.733 -4.492
C -32.419 -2.726 -5.641
C -31.359 -3.396 -3.442
N -32.291 -5.166 -4.916
O -31.000 -5.365 -5.546
H -33.843 -8.052 -5.565
H -32.138 -7.764 -5.831
H -32.690 -7.819 -4.257
H -34.671 -6.070 -7.233
H -33.482 -4.750 -7.186
H -33.042 -6.427 -7.495
H -35.522 -6.433 -4.912
H -34.588 -6.375 -3.531
H -35.282 -4.150 -5.283
H -35.936 -4.222 -3.644
H -33.538 -4.239 -2.716
H -34.114 -2.720 -3.270
H -31.613 -3.017 -6.314
H -32.462 -1.674 -5.360
H -33.318 -2.825 -6.251
H -31.669 -2.419 -3.072
H -30.413 -3.474 -3.978
H -31.248 -4.051 -2.578
H -30.415 -5.304 -4.787
*
```

Summary:
- LUMO: 0.551 eV
- Frontier orbital gap: 8.387 eV
- HOMO energy: -7.836 eV

Which of them is most stable? Easy: (i).